(1)
C5H11OP | ωB97M-V/def2-TZVPD

CARTESIAN COORDINATES (ANGSTROEM)
C1 0.403 -0.545 -0.073
C2 -0.918 0.445 0.053
C3 0.028 -1.635 0.931
C4 1.826 0.096 -0.077
C5 -1.093 1.624 0.923
O1 0.290 -0.930 -1.571
P1 -0.958 0.138 -1.677
H1 0.626 -2.467 0.734
H2 -0.989 -1.961 0.791
H3 0.146 -1.247 1.855
H4 2.340 -0.461 -0.776
H5 2.262 0.097 0.912
H6 1.831 1.171 -0.451
H7 -0.304 2.454 0.910
H8 -1.100 1.159 1.906
H9 -1.886 2.292 0.640
H10 -0.503 0.412 -2.947
H11 -2.001 -0.643 -2.083

The calculation puts the orbital gap at 7.70 eV. As for the total energy: -16695.297 eV. For the energy above the lowest of the compared OMol25 structures with the same formula, charge and spin, the calculation gives 100.71 kcal/mol. As for the net charge: 0. For the LUMO energy, the calculation gives 0.43 eV. The spin multiplicity is 1.

---

(2)
C12H42N12O9 | ωB97M-V/def2-TZVPD

CARTESIAN COORDINATES (ANGSTROEM)
O1 0.368 -0.256 1.137
H1 0.211 -0.489 2.052
H2 0.042 0.641 1.058
C1 6.336 0.557 -0.014
O2 6.515 0.940 1.117
N1 5.335 -0.129 -0.510
N2 7.314 0.678 -0.837
H3 5.373 -0.619 -1.393
H4 4.548 -0.217 0.118
H5 7.214 0.448 -1.816
H6 7.965 1.305 -0.385
C2 1.868 5.019 -1.104
O3 0.912 4.533 -0.568
N3 1.825 5.323 -2.346
N4 3.033 5.254 -0.607
H7 2.307 6.117 -2.742
H8 0.967 5.018 -2.782
H9 3.046 5.397 0.393
H10 3.575 5.791 -1.269
C3 -5.038 2.740 1.394
O4 -5.815 2.570 2.338
N5 -5.254 2.356 0.224
N6 -3.933 3.398 1.459
H11 -6.201 2.067 0.024
H12 -4.689 2.650 -0.560
H13 -3.765 3.859 2.342
H14 -3.391 3.418 0.607
C4 2.882 4.109 5.077
O5 2.590 5.113 4.408
N7 3.029 2.919 4.564
N8 2.915 4.170 6.356
H15 3.076 2.092 5.141
H16 3.136 2.848 3.562
H17 2.568 5.016 6.785
H18 2.932 3.292 6.854
C5 2.611 -4.893 -3.315
O6 2.685 -4.101 -4.200
N9 3.063 -6.090 -3.430
N10 2.037 -4.661 -2.185
H19 3.076 -6.651 -2.591
H20 3.736 -6.215 -4.173
H21 1.531 -3.789 -2.130
H22 2.025 -5.313 -1.414
C6 -0.168 -3.235 4.786
O7 -0.520 -2.133 4.512
N11 -0.719 -4.313 4.324
N12 0.931 -3.446 5.408
H23 -1.530 -4.113 3.756
H24 -0.279 -5.222 4.288
H25 1.263 -4.390 5.546
H26 1.549 -2.667 5.586
C7 -2.775 1.330 -5.735
C8 -2.044 1.395 -4.351
C9 -0.491 1.187 -4.509
O8 -2.116 2.671 -3.832
H27 -3.858 1.245 -5.650
H28 -2.537 0.320 -6.067
H29 -2.403 2.039 -6.474
H30 -2.441 0.685 -3.625
H31 -0.038 1.292 -3.523
H32 -0.072 2.006 -5.094
H33 -0.092 0.245 -4.884
H34 -1.710 3.313 -4.420
C10 -3.457 -4.180 -0.173
C11 -4.417 -3.453 0.783
C12 -5.646 -2.983 0.073
O9 -4.759 -4.376 1.825
H35 -2.622 -4.622 0.371
H36 -3.105 -3.451 -0.902
H37 -3.885 -4.947 -0.819
H38 -4.024 -2.543 1.236
H39 -5.291 -2.353 -0.742
H40 -6.408 -2.442 0.635
H41 -6.090 -3.784 -0.518
H42 -4.808 -5.294 1.549

The calculation puts the orbital gap at 9.34 eV. As for the total energy: -49434.937 eV. The SMILES is NC(N)=O.NC(N)=O.NC(N)=O.NC(N)=O.NC(N)=O.NC(N)=O.CC(C)O.CC(C)O.O. For the energy above the lowest of the compared OMol25 structures with the same formula, charge and spin, the calculation gives 128.25 kcal/mol. As for the net charge: 0. For the LUMO energy, the calculation gives 0.11 eV. The spin multiplicity is 1.

---

(3)
C5H13NS | ωB97M-V/def2-TZVPD

CARTESIAN COORDINATES (ANGSTROEM)
C1 -1.039 2.233 1.350
N1 -0.802 0.657 1.323
C2 -0.285 0.359 0.011
C3 -0.738 -1.044 -0.360
C4 0.349 -1.848 -1.155
S1 1.401 -3.089 -0.304
C5 1.170 0.631 -0.115
H1 -0.002 2.572 1.064
H2 -1.852 2.513 0.632
H3 -1.294 2.516 2.433
H4 -1.067 -0.214 1.799
H5 -0.737 1.187 -0.699
H6 -1.010 -1.855 0.381
H7 -1.674 -0.950 -0.947
H8 -0.200 -2.415 -1.764
H9 0.778 -1.128 -1.889
H10 2.560 -2.507 -0.796
H11 1.310 1.602 0.115
H12 1.781 -0.165 0.149
H13 1.348 0.945 -1.228

The calculation puts the orbital gap at 9.08 eV. As for the total energy: -17717.906 eV. The SMILES is CN[C@@H](C)CCS. For the energy above the lowest of the compared OMol25 structures with the same formula, charge and spin, the calculation gives 77.13 kcal/mol. As for the net charge: 0. For the LUMO energy, the calculation gives 0.92 eV. The spin multiplicity is 1.

---

(4)
C3H7ClN2S | ωB97M-V/def2-TZVPD

CARTESIAN COORDINATES (ANGSTROEM)
C1 0.636 -0.201 -0.319
C2 -1.084 0.154 -1.866
C3 0.455 0.548 2.475
N1 1.017 -1.737 -1.494
N2 -0.429 0.450 -0.621
S1 1.300 -0.501 1.226
Cl1 2.121 -2.690 -0.960
H1 -1.946 0.871 -1.868
H2 -0.410 0.298 -2.691
H3 -1.466 -0.826 -1.819
H4 -0.257 1.279 1.846
H5 1.196 1.213 3.028
H6 -0.210 0.012 3.083
H7 -0.921 1.129 -0.020

The calculation puts the orbital gap (alpha / beta) at 7.16 / 7.16 eV. As for the total energy: -29556.625 eV. For the energy above the lowest of the compared OMol25 structures with the same formula, charge and spin, the calculation gives 127.17 kcal/mol. As for the net charge: 0. For the LUMO energy (alpha / beta), the calculation gives 0.32 / 0.32 eV. The spin multiplicity is 1.

---

Among the records above, which one has the highest energy above the lowest of the compared OMol25 structures with the same formula, charge and spin? C12H42N12O9

---

Copy entry 1 word for word.
C5H11OP | ωB97M-V/def2-TZVPD

CARTESIAN COORDINATES (ANGSTROEM)
C1 0.403 -0.545 -0.073
C2 -0.918 0.445 0.053
C3 0.028 -1.635 0.931
C4 1.826 0.096 -0.077
C5 -1.093 1.624 0.923
O1 0.290 -0.930 -1.571
P1 -0.958 0.138 -1.677
H1 0.626 -2.467 0.734
H2 -0.989 -1.961 0.791
H3 0.146 -1.247 1.855
H4 2.340 -0.461 -0.776
H5 2.262 0.097 0.912
H6 1.831 1.171 -0.451
H7 -0.304 2.454 0.910
H8 -1.100 1.159 1.906
H9 -1.886 2.292 0.640
H10 -0.503 0.412 -2.947
H11 -2.001 -0.643 -2.083

The calculation puts the orbital gap at 7.70 eV. As for the total energy: -16695.297 eV. For the energy above the lowest of the compared OMol25 structures with the same formula, charge and spin, the calculation gives 100.71 kcal/mol. As for the net charge: 0. For the LUMO energy, the calculation gives 0.43 eV. The spin multiplicity is 1.

---

Repeat the third record exactly.
C5H13NS | ωB97M-V/def2-TZVPD

CARTESIAN COORDINATES (ANGSTROEM)
C1 -1.039 2.233 1.350
N1 -0.802 0.657 1.323
C2 -0.285 0.359 0.011
C3 -0.738 -1.044 -0.360
C4 0.349 -1.848 -1.155
S1 1.401 -3.089 -0.304
C5 1.170 0.631 -0.115
H1 -0.002 2.572 1.064
H2 -1.852 2.513 0.632
H3 -1.294 2.516 2.433
H4 -1.067 -0.214 1.799
H5 -0.737 1.187 -0.699
H6 -1.010 -1.855 0.381
H7 -1.674 -0.950 -0.947
H8 -0.200 -2.415 -1.764
H9 0.778 -1.128 -1.889
H10 2.560 -2.507 -0.796
H11 1.310 1.602 0.115
H12 1.781 -0.165 0.149
H13 1.348 0.945 -1.228

The calculation puts the orbital gap at 9.08 eV. As for the total energy: -17717.906 eV. The SMILES is CN[C@@H](C)CCS. For the energy above the lowest of the compared OMol25 structures with the same formula, charge and spin, the calculation gives 77.13 kcal/mol. As for the net charge: 0. For the LUMO energy, the calculation gives 0.92 eV. The spin multiplicity is 1.